{"formula": "C4H11N3", "method": "ωB97M-V/def2-TZVPD", "species": ["C", "C", "C", "N", "C", "N", "N", "H", "H", "H", "H", "H", "H", "H", "H", "H", "H", "H"], "xyz": [[-0.1064, 0.2086, -0.8100], [0.7308, -1.0526, -0.9800], [0.3849, 1.3534, -1.6890], [-0.0803, 0.6327, 0.6112], [-0.7364, -0.3330, 1.6028], [0.3230, -0.5254, 2.3773], [-1.9617, -0.6245, 1.4044], [-0.5112, 1.5493, 0.7174], [-1.1528, -0.0188, -1.0377], [0.8514, 0.3926, 1.3462], [0.2267, -1.1255, 3.1866], [-2.3145, -1.2705, 2.1048], [0.3850, -1.8403, -0.3120], [0.3470, 1.0613, -2.7384], [1.7817, -0.8517, -0.7630], [0.6530, -1.4138, -2.0053], [-0.2368, 2.2433, -1.5695], [1.4167, 1.6150, -1.4457]], "mulliken_charge": [0.522, -1.384, -1.431, -0.192, 0.067, -0.639, -0.662, 0.271, 0.277, 0.534, 0.187, 0.232, 0.360, 0.392, 0.330, 0.401, 0.390, 0.345], "spin_multiplicity": 1, "max_force_ev_per_a": 1.35, "total_charge": 0, "e_tot_ha": -323.21942}


{"formula": "C4H11N3", "method": "ωB97M-V/def2-TZVPD", "species": ["N", "C", "N", "C", "C", "C", "N", "H", "H", "H", "H", "H", "H", "H", "H", "H", "H", "H"], "xyz": [[2.1372, -0.0620, 0.9686], [1.4639, -1.2273, 1.2240], [0.6250, -1.8031, 0.4851], [-0.1935, -1.4824, -0.6171], [-0.3310, 0.0119, -1.0696], [-1.0155, 0.8199, 0.0524], [-1.8258, 1.9223, -0.5393], [1.9134, 0.3947, 0.1094], [2.9750, 0.2413, 1.4278], [1.8435, -1.7509, 2.1003], [0.0980, -2.0312, -1.5216], [-1.2255, -1.7912, -0.3983], [-0.7694, 0.1481, -2.0498], [0.6824, 0.4283, -1.0578], [-0.3757, 1.3219, 0.7767], [-1.6776, 0.1432, 0.6088], [-1.5254, 2.8458, -0.2600], [-2.7989, 1.8706, -0.2397]], "mulliken_charge": [-0.277, 0.030, -0.493, -0.575, -0.671, -0.217, -0.628, 0.093, 0.223, 0.358, 0.295, 0.339, 0.395, 0.176, 0.204, 0.310, 0.229, 0.208], "spin_multiplicity": 1, "smiles": "N/C=N\\CCCN", "max_force_ev_per_a": 2.81, "total_charge": 0, "e_tot_ha": -323.22865}


Q: What is the formula in the second record?
A: C4H11N3